Entry 1:
{
  "formula": "C6H31N2O10",
  "method": "ωB97M-V/def2-TZVPD",
  "elements": ["O", "O", "O", "O", "O", "O", "O", "O", "O", "O", "N", "N", "C", "C", "C", "C", "C", "C", "H", "H", "H", "H", "H", "H", "H", "H", "H", "H", "H", "H", "H", "H", "H", "H", "H", "H", "H", "H", "H", "H", "H", "H", "H", "H", "H", "H", "H", "H", "H"],
  "xyz": [[-1.339982, -0.891817, 3.772508], [-3.129014, 2.225128, -2.002938], [4.292834, -0.094447, -0.788792], [-0.197681, 5.987678, -0.149212], [-4.357050, 0.619842, -0.009393], [-2.818689, -2.424865, -2.237828], [4.278187, -2.761435, -3.258770], [1.614457, -3.152517, -3.986394], [2.046600, -0.145631, 3.765042], [-2.679801, 4.385550, 2.639119], [1.044674, -2.036152, 0.051343], [0.256847, -0.126272, 0.727175], [0.179483, 1.229777, 1.292986], [-0.346033, -2.107207, -0.072733], [-0.890325, 1.987923, 0.511419], [-0.809413, -0.922444, 0.376020], [1.360127, -0.843559, 0.498547], [1.980027, -3.133992, -0.196553], [-2.195465, 2.451826, -1.977869], [0.834661, -3.238883, -3.431531], [4.478865, -1.985149, -3.788344], [-1.823384, -0.558607, 0.426636], [2.336560, -0.460861, 0.740632], [-0.687115, 2.001546, -0.564083], [1.981845, -3.817868, 0.649214], [-1.753134, 4.598217, 2.780107], [0.582263, 5.442278, -0.287038], [-3.517205, 2.867264, -2.606292], [-3.913268, 1.182417, -0.663120], [-0.180791, 1.157482, 2.317329], [1.419884, -0.833022, 3.513052], [-3.410211, -2.609178, -1.500880], [1.142844, 1.724205, 1.239881], [-0.866677, 3.065142, 0.690087], [-2.233220, -0.562312, 3.627971], [3.327710, -2.915393, -3.388484], [-2.882148, 4.712614, 1.756553], [-0.290489, 6.060281, 0.805235], [-4.755931, -0.083991, -0.528189], [1.649982, -3.682270, -1.074064], [-1.884346, 1.608991, 0.729662], [-0.764442, -3.021586, -0.444331], [2.902106, -0.586107, 3.789694], [4.528386, 0.449078, -0.029361], [-2.377423, -3.261909, -2.409053], [2.952347, -2.677823, -0.358217], [-1.318493, -1.122680, 4.706748], [1.268554, -2.911333, -4.852344], [4.962499, -0.787906, -0.801140]],
  "forces_ev_per_angstrom": [[0.080, 0.013, -0.130], [0.135, 0.096, -0.083], [-0.188, -0.133, 0.352], [-0.150, -0.245, 0.008], [0.350, -0.197, 0.145], [0.194, 0.035, 0.196], [-0.079, 0.011, 0.337], [-0.343, -0.010, 0.075], [0.020, -0.037, -0.370], [0.086, -0.122, -0.089], [-0.653, -0.417, -0.275], [0.448, -1.042, -0.204], [-1.235, 0.323, -0.433], [1.371, 0.008, 0.380], [0.418, 0.872, -0.552], [-1.017, 0.333, -0.187], [0.265, 1.149, 0.910], [-0.120, 0.284, -0.013], [0.021, 0.004, -0.020], [-0.053, 0.008, -0.037], [0.009, 0.006, -0.028], [-0.010, -0.063, 0.002], [0.162, -0.270, -0.270], [-0.015, -0.683, 0.002], [0.096, 0.086, 0.071], [-0.017, 0.073, 0.080], [0.086, 0.097, 0.001], [-0.147, -0.031, 0.027], [-0.168, 0.074, -0.102], [0.464, -0.162, 0.175], [-0.128, 0.009, 0.192], [-0.108, -0.026, -0.065], [0.178, -0.286, 0.045], [-0.093, -0.141, 0.717], [-0.032, 0.003, 0.008], [0.285, 0.073, -0.199], [-0.063, 0.042, 0.012], [0.079, 0.140, 0.011], [-0.108, 0.053, -0.027], [0.171, 0.069, -0.112], [-0.088, 0.118, -0.131], [-0.429, 0.157, 0.047], [0.021, 0.005, 0.153], [0.171, 0.119, -0.104], [-0.166, -0.091, -0.136], [0.114, -0.299, -0.124], [0.027, 0.025, 0.035], [0.126, -0.014, -0.076], [0.030, -0.019, -0.213]],
  "total_charge": 1,
  "spin_multiplicity": 1
}

---

Entry 2:
{
  "formula": "C12H27BN2O4",
  "method": "ωB97M-V/def2-TZVPD",
  "elements": ["O", "O", "O", "O", "N", "N", "C", "C", "C", "C", "C", "C", "C", "C", "C", "C", "C", "C", "B", "H", "H", "H", "H", "H", "H", "H", "H", "H", "H", "H", "H", "H", "H", "H", "H", "H", "H", "H", "H", "H", "H", "H", "H", "H", "H", "H"],
  "xyz": [[2.431283, -0.083427, 0.817437], [1.059382, 1.137645, 3.192962], [-0.349042, 0.691268, 4.980061], [3.513933, -1.187626, -0.882872], [1.451621, -3.003444, -0.709586], [-0.395828, 1.036648, -1.603419], [-0.911568, 3.188798, -0.046723], [0.819911, 0.310543, -2.217387], [2.428801, -0.852212, -0.152467], [-1.334293, -1.449758, 2.392144], [0.108557, 2.112913, -0.644864], [-1.300616, 0.023777, 2.751556], [0.836958, -1.216180, -2.080256], [-2.179275, 0.114278, -3.078477], [-1.542032, 1.331025, -2.472027], [-0.048597, -1.859671, 1.636816], [1.137434, -1.578332, -0.596429], [-0.074310, -1.267079, 0.271257], [-0.148953, 0.739388, 3.601070], [-0.062624, -1.700186, -2.484597], [-2.284196, 1.783539, -1.817048], [-3.213941, 0.177119, -3.305580], [0.499191, 1.599113, 0.184191], [-1.157332, 2.035335, -3.192728], [-0.175699, -0.175919, 0.296571], [0.867992, -1.365899, 2.096055], [1.520314, 0.720397, 2.384207], [-2.247491, -1.644251, 1.836261], [-2.109457, 0.422179, 3.350033], [-2.327622, -0.625750, -2.220989], [1.679985, -1.604541, -2.657343], [2.271820, -3.006594, -1.338586], [1.715538, -3.295920, 0.161831], [1.765825, 0.717128, -1.855384], [0.207168, -2.908745, 1.640938], [0.924589, 2.613650, -1.177350], [0.445625, 1.225504, 5.224589], [0.872937, 0.482938, -3.292054], [-1.282755, 3.810671, -0.800938], [-0.394313, 3.765216, 0.737750], [-1.842832, 2.803567, 0.485569], [-1.646861, -0.256431, -3.950366], [-1.310723, 0.616336, 1.866044], [-0.987773, -1.685531, -0.238931], [4.205232, -0.735623, -0.429703], [-1.435965, -1.955855, 3.338760]],
  "forces_ev_per_angstrom": [[1.080, -1.144, -1.841], [2.416, 0.026, -1.947], [1.222, 1.885, -0.637], [-1.396, 0.101, 0.419], [-0.260, 1.042, -2.293], [1.647, -0.724, 1.025], [0.165, -2.138, 1.061], [-1.929, 0.528, -0.715], [-2.003, 0.761, 1.516], [0.786, 0.158, 0.862], [-2.060, 0.487, -1.530], [0.795, 1.830, 0.351], [0.411, 1.186, 0.971], [0.176, -1.568, 1.665], [0.972, 0.391, 0.916], [1.167, 1.473, 1.304], [-0.283, -0.533, -1.938], [-0.650, -0.515, -1.140], [-1.015, -3.406, 0.442], [0.171, 0.165, 0.587], [0.046, 0.404, -0.114], [-0.945, 1.034, -0.825], [0.843, -0.657, 1.052], [-0.555, 0.585, -0.874], [-0.185, -0.602, 0.093], [-1.176, -0.672, 0.213], [-1.424, 1.018, 1.466], [0.049, -0.251, -0.359], [-1.027, -0.644, -0.066], [1.046, 0.347, -1.177], [0.014, 0.184, -0.204], [-0.588, -0.695, 0.651], [1.043, -1.510, 2.608], [-0.226, 0.217, 0.358], [-0.531, -0.529, -0.053], [-0.026, 0.465, 0.356], [-0.726, -0.698, 0.799], [-0.265, 0.503, -0.343], [-0.355, 1.218, -1.134], [0.036, -0.095, -0.548], [1.279, -0.199, -0.745], [0.065, -0.453, 0.209], [-0.340, 0.488, -1.160], [0.882, 0.546, 0.067], [1.564, 0.668, 0.399], [0.093, -0.676, 0.254]],
  "smiles": "CCN(CC)CC[C@](N)(CCCCB(O)O)C(=O)O",
  "total_charge": 0,
  "spin_multiplicity": 1
}

---

Number 1: frontier orbital gap 10.74 eV, HOMO -13.32 eV. Number 2: frontier orbital gap 8.55 eV, HOMO -8.10 eV.